Density functional theory data (ωB97M-V/def2-TZVPD) for C55H74As3IrNO7P2Si as an isolated structure.

Each line ends with the Mulliken spin population.
Element x y z (Å)
Ir -0.13339 0.70031 0.38738  0.00
O -0.95023 0.95031 2.17697  0.00
C -0.42858 1.09938 3.32589  0.00
C 0.82554 1.54982 3.74812  0.00
C 1.00342 1.65750 5.15263  0.00
C 2.17587 2.12473 5.64100  0.00
C 3.23890 2.50693 4.78469  0.00
C 3.10552 2.40772 3.43566  0.00
C 1.88986 1.92455 2.84447  -0.01
O 1.73060 1.88634 1.59594  -0.01
N 2.34922 2.23708 7.09332  0.00
O 1.45066 1.82084 7.79804  0.00
O 3.38206 2.73206 7.49022  0.00
H -1.12184 0.83370 4.12949  0.00
H 0.21695 1.36673 5.83667  0.00
H 4.15153 2.87697 5.23154  0.00
H 3.91053 2.69486 2.77280  0.00
C -3.61209 0.83883 1.01508  0.00
As -2.31805 0.79510 -0.41867  0.01
C -2.73861 -0.74928 -1.50371  0.00
C -2.88338 2.13803 -1.67958  -0.01
C -2.80145 3.62768 -1.35323  0.00
C -3.53654 4.04729 -0.08060  0.00
C -1.31449 4.00234 -1.24826  0.00
As -0.10935 3.06802 -0.01878  0.00
C 1.50373 3.97901 -0.55331  0.00
C -0.49951 4.00160 1.63963  0.00
C -3.36539 4.40181 -2.56115  0.00
As -5.27636 4.44474 -3.14015  0.00
C -5.99897 5.68952 -1.80783  0.00
C -6.11725 2.81770 -2.42009  0.00
H -4.59273 0.58365 0.61396  0.00
H -3.64137 1.83150 1.45311  0.00
H -3.32513 0.13795 1.79262  0.00
H -3.81282 -0.93241 -1.48872  0.00
H -2.20061 -1.61762 -1.13414  0.00
H -2.41235 -0.52163 -2.51790  0.00
H -3.89522 1.83050 -1.94646  0.00
H -2.24159 1.94262 -2.53686  0.00
H -3.01144 3.73383 0.82189  0.00
H -4.54421 3.63559 -0.04166  0.00
H -3.62085 5.13424 -0.04225  0.00
H -1.21155 5.04584 -0.93799  0.00
H -0.84826 3.90129 -2.22781  0.00
H 1.32168 5.04631 -0.42728  0.00
H 1.72446 3.76821 -1.59697  0.00
H 2.32229 3.65936 0.08347  0.00
H -0.87589 4.99442 1.39900  0.00
H 0.41737 4.09712 2.21647  0.00
H -1.23714 3.47094 2.23556  0.00
H -2.81193 4.10093 -3.45699  0.00
H -3.14875 5.46643 -2.42100  0.00
H -5.37322 6.58034 -1.76196  0.00
H -6.08302 5.25447 -0.81349  0.00
H -6.99039 5.99197 -2.14164  0.00
H -5.84668 1.94285 -3.01099  0.00
H -7.18966 2.97526 -2.53824  0.00
H -5.91867 2.63476 -1.36432  0.00
O 1.89671 -0.04174 -0.23300  0.00
P 2.97960 -0.76560 -1.01453  -0.01
C 2.28642 -2.13922 -1.94046  0.00
C 0.91791 -2.17494 -2.19129  0.00
C 0.38016 -3.21377 -2.93651  0.00
C 1.20270 -4.21424 -3.43693  0.00
C 2.56768 -4.18595 -3.18238  0.00
C 3.10848 -3.15363 -2.43134  0.00
C 4.29116 -1.37732 0.04594  -0.01
C 5.64186 -1.16621 -0.22920  0.00
C 6.61003 -1.64071 0.64487  0.00
C 6.23886 -2.31026 1.80148  0.00
C 4.89439 -2.50271 2.09355  0.00
C 3.92938 -2.03749 1.21835  0.00
C 3.78727 0.33676 -2.17738  0.00
C 4.64080 -0.10523 -3.18912  0.00
C 5.24963 0.81240 -4.02984  0.00
C 5.01143 2.17204 -3.86213  0.00
C 4.16038 2.61225 -2.85842  0.00
C 3.54711 1.69398 -2.01643  0.00
H 0.27625 -1.39340 -1.80666  0.00
H -0.68426 -3.24005 -3.13639  0.00
H 0.78088 -5.02087 -4.02243  0.00
H 3.20873 -4.96770 -3.56712  0.00
H 4.16889 -3.15627 -2.20520  0.00
H 5.94752 -0.62659 -1.11424  0.00
H 7.65629 -1.47560 0.42629  0.00
H 6.99780 -2.67513 2.48068  0.00
H 4.60116 -3.00312 3.00745  0.00
H 2.88236 -2.17454 1.44223  0.01
H 4.82159 -1.16284 -3.33801  0.00
H 5.91317 0.47053 -4.81270  0.00
H 5.49764 2.88750 -4.51231  0.00
H 3.98644 3.67312 -2.72428  0.00
H 2.88791 2.00819 -1.22178  0.00
C -1.31945 -4.76317 -0.35453  0.09
C -0.35643 -4.69578 0.78996  0.39
C 1.04571 -4.30906 0.44452  0.10
C -0.45589 -5.79288 1.80605  -0.01
Si -1.02616 -2.61425 1.84858  0.07
O -0.72752 -1.42159 0.84241  0.02
C -2.78999 -3.18138 1.95758  0.10
C -3.21207 -4.26922 2.73465  -0.01
C -4.54108 -4.65672 2.76494  -0.01
C -5.48288 -3.98134 1.99937  0.01
C -5.08707 -2.91180 1.21177  0.00
C -3.75568 -2.52401 1.19312  0.04
C -0.00208 -2.72108 3.37606  0.06
C -0.38816 -3.41687 4.53308  0.00
C 0.40618 -3.40512 5.66565  0.00
C 1.61003 -2.71220 5.66388  0.01
C 2.00378 -2.01566 4.53313  -0.01
C 1.19560 -2.01112 3.40637  0.02
H -1.06050 -5.65705 -0.93897  0.03
H -1.23085 -3.90185 -1.01172  -0.02
H -2.35319 -4.86888 -0.03153  0.01
H 1.43548 -5.06494 -0.25229  0.04
H 1.68756 -4.31114 1.32540  0.00
H 1.10386 -3.34683 -0.06026  -0.01
H 0.22670 -6.59094 1.48802  0.01
H -1.45573 -6.21488 1.87097  0.00
H -0.12107 -5.48426 2.79860  0.02
H -2.50655 -4.83464 3.32485  0.00
H -4.84378 -5.49056 3.38423  0.00
H -6.51766 -4.29650 2.01125  0.00
H -5.81477 -2.38651 0.60637  0.00
H -3.45282 -1.71061 0.55662  0.01
H -1.32119 -3.95993 4.56531  0.00
H 0.08952 -3.93877 6.55178  0.00
H 2.23281 -2.70724 6.54938  0.00
H 2.93272 -1.46312 4.53043  0.00
H 1.49855 -1.43774 2.53667  0.00
C 0.55336 3.22935 -4.55509  0.00
P 0.05388 1.54403 -4.17062  0.00
C 1.25977 0.52787 -5.01477  0.00
C -1.48409 1.26229 -5.06207  0.00
O -0.10560 1.31090 -2.68491  -0.01
H 0.54713 3.39686 -5.63265  0.00
H 1.56391 3.39096 -4.18336  0.00
H -0.11953 3.94695 -4.08667  0.00
H 1.35625 0.86432 -6.04829  0.00
H 0.95773 -0.51923 -5.00506  0.00
H 2.22028 0.62250 -4.52331  0.00
H -1.36635 1.50886 -6.11786  0.00
H -2.28868 1.87176 -4.64941  0.00
H -1.75966 0.20960 -4.98194  0.00

## Properties
multiplicity	2
charge	+2
HOMO-LUMO gap (alpha / beta)	7.16 / 5.91	eV
HOMO level (alpha / beta)	-0.4560 / -0.4560	Eh